Record 1
Below is 8 unconnected molecules or ions with the total composition C33H65BrO18S8, with properties calculated with ωB97M-V/def2-TZVPD.

Geometry as XYZ:
```
125
Properties=species:S:1:pos:R:3
C -0.1333 1.7714 -0.2076
C 0.6248 0.3350 -0.4316
C 1.4915 0.2129 -1.8175
C 1.0800 1.2779 -2.9939
O 1.0786 0.6405 -4.3523
S 0.6641 2.0394 -5.2991
O 1.1623 2.0611 -6.7711
O -0.8386 2.3939 -5.4224
O 1.7018 3.1396 -4.4402
C 2.2425 2.4583 -3.2202
Br 4.0803 1.7547 -3.7465
H 0.4571 2.7075 -0.6024
H -0.4464 1.9020 0.9238
H -1.1598 1.7019 -0.8131
H 1.4060 0.2292 0.4628
H -0.1343 -0.5755 -0.3033
H 1.3159 -0.8789 -2.2565
H 2.6322 0.2859 -1.5491
H 0.0270 1.7894 -2.9928
H 2.2784 3.0590 -2.2172
O -3.4245 1.6303 0.7734
S -3.4932 0.1959 0.5897
O -2.4255 -0.6913 1.0059
C -5.0277 -0.3890 1.2817
C -6.0225 -0.2789 0.1358
C -5.2870 -0.7908 -1.1018
C -3.9050 -0.1397 -1.1160
H -5.3015 0.2157 2.1480
H -4.8843 -1.4318 1.5799
H -6.9309 -0.8548 0.3356
H -6.3106 0.7687 -0.0122
H -5.1808 -1.8805 -1.0382
H -5.8379 -0.5679 -2.0209
H -3.1519 -0.8038 -1.5476
H -3.9162 0.8115 -1.6554
O -8.3741 -1.4758 -2.0309
S -9.0789 -0.2368 -1.7771
O -8.4425 1.0586 -1.9091
C -10.5830 -0.2371 -2.7327
C -11.6044 -0.9064 -1.8251
C -11.3680 -0.3217 -0.4334
C -9.8624 -0.3464 -0.1753
H -10.4288 -0.7701 -3.6724
H -10.8542 0.8043 -2.9301
H -12.6268 -0.7296 -2.1716
H -11.4358 -1.9897 -1.8045
H -11.7299 0.7133 -0.4064
H -11.9099 -0.8789 0.3371
H -9.5462 0.4981 0.4423
H -9.5515 -1.2857 0.2905
O 1.3388 1.5337 2.3488
S 2.2062 0.4787 2.8292
O 3.0824 -0.2667 1.9477
C 3.1658 1.1127 4.1903
C 2.3029 0.8462 5.4147
C 1.7426 -0.5630 5.2277
C 1.2293 -0.6658 3.7924
H 3.3779 2.1722 4.0366
H 4.0994 0.5440 4.2352
H 2.8797 0.9344 6.3399
H 1.4792 1.5687 5.4583
H 2.5416 -1.2973 5.3872
H 0.9479 -0.7814 5.9478
H 1.3531 -1.6752 3.3922
H 0.1815 -0.3619 3.7194
O 4.5243 5.1365 -0.7563
S 3.5197 5.7391 -1.6071
O 2.1517 5.2623 -1.6494
C 3.5059 7.4957 -1.3073
C 4.5391 8.0502 -2.2768
C 4.3072 7.3138 -3.5953
C 4.1631 5.8277 -3.2713
H 3.7453 7.6984 -0.2621
H 2.5045 7.8677 -1.5438
H 4.4399 9.1333 -2.3937
H 5.5505 7.8399 -1.9088
H 3.3845 7.6810 -4.0607
H 5.1232 7.4861 -4.3040
H 3.4698 5.3322 -3.9557
H 5.1308 5.3188 -3.2881
O 9.1225 4.9027 -4.2100
S 8.3579 3.7339 -3.8287
O 6.9280 3.7842 -3.5972
C 8.7055 2.4282 -4.9904
C 9.9197 1.7205 -4.4077
C 9.6519 1.6056 -2.9078
C 9.1539 2.9669 -2.4252
H 8.8874 2.8481 -5.9812
H 7.8370 1.7633 -5.0163
H 10.0735 0.7406 -4.8690
H 10.8217 2.3206 -4.5773
H 8.8796 0.8469 -2.7323
H 10.5470 1.2955 -2.3595
H 8.4336 2.8657 -1.6096
H 9.9825 3.6085 -2.1132
O 2.9927 -3.3861 6.1003
S 3.8454 -4.2508 5.3121
O 5.2866 -4.2670 5.4644
C 3.2355 -5.9198 5.4462
C 2.2172 -6.0390 4.3221
C 2.8554 -5.3595 3.1114
C 3.4392 -4.0300 3.5864
H 2.8041 -6.0817 6.4355
H 4.0790 -6.5981 5.2871
H 1.9664 -7.0836 4.1161
H 1.2931 -5.5157 4.5952
H 3.6579 -5.9950 2.7175
H 2.1317 -5.2072 2.3046
H 4.3430 -3.7663 3.0314
H 2.7066 -3.2217 3.5114
O -4.5095 -3.2904 1.6109
S -5.2741 -4.4592 1.9922
O -6.7039 -4.4090 2.2236
C -4.9265 -5.7650 0.8304
C -3.7123 -6.4727 1.4132
C -3.9801 -6.5876 2.9131
C -4.4780 -5.2263 3.3956
H -4.7446 -5.3451 -0.1603
H -5.7950 -6.4299 0.8045
H -3.5584 -7.4526 0.9519
H -2.8103 -5.8726 1.2436
H -4.7524 -7.3463 3.0886
H -3.0850 -6.8976 3.4614
H -5.1984 -5.3275 4.2113
H -3.6494 -4.5846 3.7077
```

Results
Strongest force on any atom   6.52 eV Å⁻¹
LUMO energy   -0.00087 hartree
Total energy   -228847.198 eV
Total charge   0
Orbital gap   9.6 eV
SMILES   CCC[C@@H]1OS(=O)(=O)O[C@@H]1Br.O=S1(=O)CCCC1.O=S1(=O)CCCC1.O=S1(=O)CCCC1.O=S1(=O)CCCC1.O=S1(=O)CCCC1.O=S1(=O)CCCC1.O=S1(=O)CCCC1

***

Record 2
Below is 6 unconnected molecules or ions with the total composition C33H65FNO31PS5, with properties calculated with ωB97M-V/def2-TZVPD.

Geometry as XYZ:
```
137
Properties=species:S:1:pos:R:3
C 2.3742 -3.7611 2.2518
C 1.2739 -2.9619 2.1626
C 1.2972 -1.4551 1.9579
C -0.1203 -0.8141 2.1750
O -0.1618 0.2934 1.2938
C -1.4710 0.6683 0.8616
O -2.4866 0.2196 1.6910
O -1.4336 2.0813 0.9291
C -2.6963 2.7270 1.0046
C -3.1267 3.2060 2.4404
C -1.9244 3.3095 3.3991
O -3.6600 4.5308 2.3288
C -1.6540 0.1160 -0.6448
C -1.4578 1.3010 -1.6473
C -0.0454 1.9086 -1.6681
F 0.2305 2.3616 -2.9632
O -0.5490 -0.7688 -0.8443
C -0.4249 -1.3216 -2.1476
C 0.9486 -1.0472 -2.8402
O 0.7118 -0.3662 -4.0745
C 0.2420 -1.2234 -5.0936
C -1.1425 -0.7663 -5.6736
N -2.8605 -0.6394 -0.8705
C -2.9185 -1.9711 -0.3228
C -4.1201 0.0594 -1.0364
C -5.1640 -0.0677 0.1387
C -6.5687 -0.5459 -0.3377
C -6.5919 -1.9841 -0.8859
C -6.4827 -3.0747 0.2066
O -6.9819 -2.6200 1.4941
C -6.1712 -3.1779 2.4811
C -6.2576 -4.6977 2.6723
O -5.4445 -2.4697 3.1408
P -0.1296 -0.3386 3.9891
O 0.8269 -1.2189 4.6778
O 0.4064 1.1734 4.1576
O -1.5747 -0.5591 4.6974
H 3.0538 -3.7558 1.3866
H 2.5557 -4.3797 3.1350
H 0.2873 -3.4602 2.2002
H 1.5018 -1.2692 0.8786
H 2.0886 -0.9410 2.5087
H -0.8187 -1.6340 1.9531
H -2.3879 0.5521 2.5964
H -2.5747 3.6764 0.4436
H -3.5214 2.2033 0.5023
H -3.8916 2.4991 2.8127
H -1.9085 2.3981 4.0131
H -2.1100 4.1393 4.0971
H -0.9790 3.5253 2.8914
H -4.1252 4.6218 1.4862
H -2.1606 2.1249 -1.4472
H -1.7036 0.9951 -2.6785
H 0.7523 1.2812 -1.2571
H -0.0647 2.8241 -1.0526
H -1.2681 -1.1271 -2.8223
H -0.4379 -2.4244 -2.0105
H 1.6381 -0.4967 -2.1870
H 1.4475 -1.9976 -3.0932
H 0.9327 -1.2224 -5.9564
H 0.0973 -2.2513 -4.7215
H -1.5599 -1.5764 -6.2905
H -1.0563 0.1639 -6.2553
H -1.8926 -0.5719 -4.8901
H -2.2169 -2.6855 -0.7852
H -3.9167 -2.3799 -0.5396
H -2.7824 -2.0605 0.7723
H -4.6357 -0.3891 -1.9131
H -4.0595 1.1280 -1.2690
H -4.7956 -0.6363 1.0014
H -5.3522 0.9547 0.5211
H -7.2538 -0.4478 0.5137
H -6.9011 0.1383 -1.1356
H -5.8149 -2.1710 -1.6461
H -7.5502 -2.1588 -1.4030
H -5.4527 -3.4419 0.3460
H -7.0816 -3.9600 -0.0777
H -7.3081 -4.9928 2.7976
H -5.6098 -5.0043 3.4984
H -5.8876 -5.2085 1.7676
H 0.9312 1.4234 3.3801
H -1.9849 -1.3773 4.3804
O 3.9421 -5.2935 -0.7679
S 4.2842 -4.1373 -1.5139
O 3.3098 -3.3428 -2.1725
O 5.4275 -4.5394 -2.5703
C 6.5912 -3.7274 -2.3578
C 6.5632 -3.3831 -0.8857
O 5.1749 -3.1760 -0.5902
H 6.4988 -2.8323 -2.9776
H 7.4904 -4.2698 -2.6390
H 7.1380 -2.4920 -0.6531
H 6.9201 -4.2173 -0.2769
O 9.0129 1.4687 0.5219
S 8.0923 0.5800 -0.0752
O 8.3753 -0.7988 -0.2884
O 7.5910 1.2259 -1.4623
C 6.1668 1.3793 -1.4436
C 5.8139 1.5667 0.0168
O 6.6951 0.6824 0.7179
H 5.7188 0.4673 -1.8461
H 5.8685 2.2279 -2.0544
H 4.7762 1.3214 0.2296
H 6.0220 2.5865 0.3494
O -0.4191 -5.2529 -4.9369
S -1.6946 -4.9590 -5.4791
O -2.7636 -4.4598 -4.6935
O -2.2028 -6.2560 -6.2809
C -2.4556 -5.9110 -7.6476
C -1.5070 -4.7661 -7.9435
O -1.4933 -3.9858 -6.7424
H -3.4980 -5.5960 -7.7336
H -2.2830 -6.7687 -8.2933
H -1.8304 -4.1625 -8.7878
H -0.4924 -5.1289 -8.1239
O 8.2661 1.0147 3.5467
S 7.9959 2.3580 3.1848
O 8.3309 2.8782 1.9123
O 8.6028 3.3171 4.3302
C 7.5655 4.1286 4.8869
C 6.3013 3.3075 4.7364
O 6.4359 2.6626 3.4664
H 7.5091 5.0547 4.3097
H 7.7846 4.3633 5.9260
H 5.4015 3.9173 4.7619
H 6.2371 2.5337 5.5050
O -2.4868 6.2581 2.9367
S -1.6271 7.2946 2.4882
O -0.9343 7.2205 1.2524
O -0.5664 7.6264 3.6605
C -0.6633 9.0036 4.0304
C -2.1010 9.3861 3.7443
O -2.4275 8.6936 2.5364
H 0.0298 9.5747 3.4082
H -0.4004 9.1340 5.0777
H -2.2290 10.4582 3.6168
H -2.7712 9.0313 4.5312
```

Results
Strongest force on any atom   3.01 eV Å⁻¹
LUMO energy   0.00833 hartree
Total energy   -166410.264 eV
Relative energy (zero: lowest compared OMol25 entry of this formula, charge and spin)   0.0 kJ/mol
Total charge   0
Orbital gap   7.6 eV
SMILES   C=CC[C@H](O[C@@](O)(OC[C@@H](C)O)[C@@](CCF)(OCCOCC)N(C)CCCCCOC(C)=O)P(=O)(O)O.O=S1(=O)OCCO1.O=S1(=O)OCCO1.O=S1(=O)OCCO1.O=S1(=O)OCCO1.O=S1(=O)OCCO1

***

Record 3
Below is 6 unconnected molecules or ions with the total composition C33H66BClO12S, with properties calculated with ωB97M-V/def2-TZVPD.

Geometry as XYZ:
```
114
Properties=species:S:1:pos:R:3
C -0.3558 2.2177 -3.3294
C -0.7065 0.6403 -2.9888
O 0.4184 0.0840 -2.2179
C 0.0326 -0.2706 -0.8407
C -0.6240 1.0294 -0.0128
O -0.4161 0.8935 1.4252
C 0.6819 1.7406 1.9431
B -0.0423 3.2242 2.2509
O 0.5511 4.3608 1.4621
O -1.1833 3.4220 3.1640
C -2.2367 4.2091 2.4463
C -3.7411 3.5905 2.7793
C 1.0825 1.1015 3.4049
C 2.2308 1.9184 4.2420
C 3.3369 2.6011 3.2624
C 4.8087 2.8974 3.8642
Cl 5.3413 1.9294 5.3373
C 5.0795 4.5070 4.2321
C 4.9747 5.4901 2.9093
S 3.3120 1.5683 1.6674
O 3.7240 0.0926 1.8709
O 4.3588 2.2091 0.6812
O 1.7815 1.8173 0.9742
H -0.6699 2.9681 -2.4741
H -0.7667 2.5465 -4.4000
H 0.8291 2.3034 -3.4101
H -0.7494 0.0787 -4.0396
H -1.7616 0.4764 -2.5001
H 1.0123 -0.5714 -0.2520
H -0.6917 -1.2070 -0.7811
H -1.8000 0.9069 -0.1900
H -0.3492 2.0598 -0.4880
H 0.5456 4.1001 0.4758
H -2.2128 5.2990 2.8762
H -2.0523 4.2818 1.2915
H -3.8345 2.5092 2.3004
H -3.7876 3.4440 3.9511
H -4.6207 4.2809 2.4153
H 1.3342 -0.0573 3.2853
H 0.0860 1.1230 4.0615
H 2.6376 1.1842 5.0558
H 1.6718 2.7856 4.8252
H 2.8797 3.6538 2.9313
H 5.5977 2.6648 2.9994
H 4.4548 4.8760 5.1505
H 6.2232 4.5488 4.5703
H 5.7914 6.3282 2.8633
H 4.9761 4.8669 1.8932
H 3.9088 6.0242 2.9661
C -2.1394 -5.2029 0.1115
C -1.1179 -5.0564 1.2095
C -0.4599 -3.7403 0.8566
O -1.4556 -2.9384 0.2063
C -2.5812 -3.7718 -0.1030
H -2.9663 -5.8706 0.3666
H -1.6568 -5.5851 -0.7959
H -1.6244 -4.9729 2.1783
H -0.4091 -5.8865 1.2646
H 0.3654 -3.8850 0.1514
H -0.0791 -3.2128 1.7359
H -3.3944 -3.5013 0.5793
H -2.9091 -3.5828 -1.1289
C -4.7961 0.1332 -6.5535
C -3.4191 -0.1199 -7.1109
C -2.5461 0.6929 -6.1798
O -3.1988 0.7056 -4.9026
C -4.5290 0.1946 -5.0655
H -5.5274 -0.6326 -6.8241
H -5.1671 1.1026 -6.9070
H -3.1723 -1.1843 -7.0202
H -3.3091 0.1686 -8.1593
H -2.4590 1.7300 -6.5208
H -1.5410 0.2742 -6.0755
H -4.5607 -0.8036 -4.6155
H -5.2384 0.8380 -4.5378
C 8.9593 3.1362 7.9913
C 9.1272 4.3735 8.8348
C 8.8280 5.4762 7.8428
O 7.8891 4.9432 6.8987
C 7.8102 3.5234 7.0864
H 8.7586 2.2323 8.5720
H 9.8641 2.9677 7.3953
H 8.3798 4.3797 9.6370
H 10.1170 4.4652 9.2891
H 9.7274 5.7690 7.2907
H 8.4061 6.3658 8.3195
H 6.8448 3.3016 7.5544
H 7.8516 3.0203 6.1165
C -3.5688 -9.3876 3.7011
C -3.2335 -8.5787 4.9275
C -2.4230 -7.4414 4.3451
O -2.9145 -7.2180 3.0163
C -3.7709 -8.3111 2.6573
H -4.4435 -10.0312 3.8247
H -2.7144 -10.0181 3.4274
H -4.1541 -8.1891 5.3778
H -2.6911 -9.1419 5.6912
H -1.3632 -7.7067 4.2691
H -2.5113 -6.5213 4.9299
H -4.8025 -7.9427 2.6623
H -3.5276 -8.6541 1.6479
C -4.9614 -1.1401 -12.1611
C -3.5844 -1.3932 -12.7184
C -2.7115 -0.5804 -11.7873
O -3.3641 -0.5677 -10.5102
C -4.6943 -1.0787 -10.6731
H -5.6927 -1.9059 -12.4317
H -5.3325 -0.1707 -12.5145
H -3.3377 -2.4576 -12.6278
H -3.4744 -1.1047 -13.7668
H -2.6243 0.4567 -12.1283
H -1.7063 -0.9990 -11.6830
H -4.7260 -2.0769 -10.2230
H -5.4037 -0.4353 -10.1453
```

Results
Strongest force on any atom   7.51 eV Å⁻¹
LUMO energy   0.01971 hartree
Total energy   -83886.591 eV
Total charge   0
Orbital gap   9.4 eV
SMILES   CCOCCO[C@@]1(B(O)OCC)CC[C@@H]([C@H](Cl)CC)S(=O)(=O)O1.C1CCOC1.C1CCOC1.C1CCOC1.C1CCOC1.C1CCOC1